{
  "formula": "C47H48BrN6O2S2W",
  "method": "ωB97M-V/def2-TZVPD",
  "e_lumo_ev": -4.56,
  "charge": 1,
  "homo_energy_ev": -10.04,
  "homo_lumo_gap_ev": 5.48,
  "de_lowest_kj_mol": 18.2,
  "symbols": ["W", "C", "C", "C", "C", "C", "C", "C", "C", "C", "C", "C", "C", "C", "C", "C", "C", "N", "C", "C", "C", "N", "C", "C", "C", "N", "C", "C", "C", "C", "C", "C", "C", "C", "C", "C", "C", "C", "N", "C", "C", "H", "H", "H", "H", "H", "H", "H", "H", "H", "H", "H", "H", "H", "H", "H", "H", "H", "H", "H", "H", "H", "H", "H", "H", "H", "H", "H", "H", "H", "H", "H", "H", "H", "H", "H", "H", "H", "H", "H", "H", "H", "H", "H", "H", "S", "C", "S", "C", "C", "N", "C", "N", "Br", "C", "C", "C", "C", "C", "C", "C", "O", "O", "H", "H", "H", "H"],
  "positions_angstrom": [[-0.262, 0.081, -0.191], [-4.894, 1.368, 3.910], [-3.448, 1.460, 4.414], [-2.471, 1.635, 3.295], [-2.004, 2.793, 2.767], [-2.281, 4.192, 3.221], [-1.199, 4.715, 4.179], [-1.088, 2.432, 1.726], [-0.323, 3.341, 1.037], [0.782, 2.975, 0.315], [1.785, 3.866, -0.175], [1.687, 5.358, -0.132], [2.086, 5.948, 1.228], [2.815, 3.084, -0.607], [2.419, 1.725, -0.406], [3.234, 0.642, -0.593], [2.860, -0.667, -0.433], [1.574, -1.093, -0.176], [1.622, -2.457, -0.334], [0.542, -3.298, -0.168], [-0.599, -2.917, 0.477], [-0.779, -1.634, 0.980], [-1.813, -1.762, 1.875], [-2.266, -0.731, 2.666], [-1.892, 0.572, 2.532], [-1.020, 1.062, 1.567], [-2.333, -3.093, 1.881], [-1.597, -3.806, 0.980], [-1.774, -5.236, 0.575], [-3.044, -5.434, -0.264], [-3.487, -3.551, 2.720], [-4.837, -3.032, 2.201], [2.945, -2.896, -0.648], [3.724, -1.781, -0.688], [5.204, -1.688, -0.886], [5.946, -1.424, 0.432], [3.349, -4.311, -0.926], [3.217, -4.653, -2.416], [1.147, 1.654, 0.133], [4.144, 3.515, -1.142], [5.219, 3.612, -0.051], [-5.578, 1.202, 4.743], [-5.015, 0.548, 3.198], [-5.189, 2.289, 3.405], [-3.198, 0.566, 4.988], [-3.356, 2.302, 5.101], [-3.251, 4.219, 3.719], [-2.362, 4.853, 2.355], [-1.115, 4.068, 5.054], [-1.439, 5.723, 4.520], [-0.221, 4.743, 3.692], [-0.527, 4.395, 1.174], [0.668, 5.659, -0.384], [2.333, 5.775, -0.906], [1.471, 5.542, 2.035], [1.964, 7.032, 1.223], [3.128, 5.724, 1.460], [4.256, 0.833, -0.893], [0.654, -4.335, -0.454], [-3.002, -0.966, 3.424], [-1.817, -5.864, 1.466], [-0.914, -5.569, -0.005], [-3.073, -6.440, -0.683], [-3.076, -4.717, -1.088], [-3.942, -5.296, 0.341], [-3.335, -3.222, 3.751], [-3.500, -4.641, 2.742], [-5.651, -3.389, 2.833], [-5.020, -3.375, 1.181], [-4.867, -1.941, 2.186], [5.437, -0.896, -1.602], [5.565, -2.616, -1.329], [5.636, -0.474, 0.872], [7.024, -1.392, 0.270], [5.732, -2.212, 1.157], [2.744, -4.999, -0.333], [4.382, -4.457, -0.607], [2.186, -4.532, -2.757], [3.522, -5.683, -2.605], [3.848, -3.996, -3.017], [4.030, 4.485, -1.625], [4.469, 2.820, -1.919], [4.927, 4.328, 0.718], [6.169, 3.937, -0.477], [5.377, 2.647, 0.437], [-2.844, -0.224, -0.379], [-2.952, 1.189, -1.334], [-1.383, 1.894, -1.488], [-4.079, 1.717, -1.870], [-4.017, 2.949, -2.602], [-3.965, 3.949, -3.171], [-5.340, 1.059, -1.698], [-6.353, 0.536, -1.540], [-2.073, -2.938, -3.741], [-0.746, -1.949, -4.648], [-0.635, -2.190, -6.009], [0.306, -1.513, -6.768], [1.147, -0.579, -6.179], [1.034, -0.329, -4.827], [0.094, -1.007, -4.041], [0.079, -0.637, -2.623], [-0.622, -1.230, -1.732], [0.762, 0.327, -2.172], [-1.296, -2.910, -6.471], [0.378, -1.714, -7.830], [1.880, -0.048, -6.773], [1.666, 0.404, -4.345]],
  "forces_ev_per_a": [[0.2, 0.4, 0.5], [0.0, 0.0, 0.0], [-0.1, 0.0, -0.1], [0.0, 0.0, 0.1], [0.0, 0.2, 0.0], [0.1, 0.0, 0.1], [-0.1, 0.0, 0.0], [0.0, -0.1, 0.1], [-0.1, 0.2, 0.0], [0.2, -0.1, 0.1], [0.0, 0.1, 0.0], [0.0, 0.0, 0.1], [0.0, 0.0, -0.1], [0.1, 0.1, 0.0], [0.0, 0.0, 0.1], [0.1, 0.1, 0.0], [0.0, -0.1, -0.2], [-0.4, 0.2, 0.1], [0.0, 0.0, 0.0], [0.0, -0.1, -0.1], [0.0, 0.1, 0.2], [-0.2, 0.2, -0.3], [0.0, -0.2, -0.1], [-0.1, -0.1, 0.2], [0.0, 0.0, -0.1], [0.0, 0.1, -0.2], [-0.1, 0.0, 0.2], [-0.1, -0.1, 0.0], [-0.1, 0.1, 0.0], [0.0, 0.0, 0.0], [0.0, 0.1, -0.1], [0.0, 0.0, 0.0], [0.0, -0.2, -0.1], [0.1, 0.1, 0.1], [0.0, 0.0, 0.1], [0.0, 0.0, -0.1], [0.0, 0.1, -0.1], [0.0, 0.0, 0.1], [-0.5, 0.0, -0.4], [0.0, 0.0, 0.1], [0.0, 0.0, 0.0], [0.0, 0.0, 0.0], [0.0, 0.0, 0.0], [0.0, 0.0, 0.0], [0.0, 0.0, 0.0], [0.0, 0.0, 0.0], [0.0, 0.0, 0.0], [0.0, 0.0, 0.0], [0.0, 0.0, 0.0], [0.0, -0.1, 0.0], [0.0, 0.0, 0.0], [0.0, -0.1, 0.0], [0.0, 0.0, 0.0], [0.0, 0.0, 0.0], [0.0, 0.0, 0.0], [0.0, 0.0, 0.0], [0.0, 0.0, 0.0], [0.0, 0.0, 0.0], [0.0, 0.0, 0.0], [0.0, 0.0, -0.1], [0.0, 0.0, 0.0], [0.0, 0.0, 0.0], [0.0, 0.0, 0.0], [0.0, 0.0, 0.0], [0.0, 0.0, 0.0], [0.0, 0.0, 0.0], [0.0, 0.0, 0.0], [0.0, 0.0, 0.0], [0.0, 0.0, 0.0], [0.0, 0.0, 0.0], [0.0, 0.0, 0.0], [0.0, 0.0, 0.0], [0.0, 0.0, 0.0], [0.0, 0.0, 0.0], [0.0, 0.0, 0.0], [0.0, 0.0, 0.0], [0.0, 0.0, 0.0], [0.0, 0.0, 0.0], [0.0, 0.0, 0.0], [0.0, 0.0, 0.0], [0.0, 0.0, 0.0], [0.0, 0.0, 0.0], [0.0, 0.0, 0.0], [0.0, 0.0, 0.0], [0.0, 0.0, 0.0], [0.6, 0.0, 0.0], [-0.1, 0.1, 0.0], [0.3, -0.4, 0.4], [-0.2, 0.1, -0.2], [-0.2, 0.0, 0.0], [0.1, -0.2, 0.1], [0.0, 0.1, 0.0], [0.2, 0.0, 0.0], [0.0, 0.0, 0.1], [0.0, 0.0, 0.0], [0.0, 0.0, -0.1], [0.0, 0.0, 0.0], [0.0, 0.0, 0.0], [0.0, 0.0, 0.0], [0.1, 0.0, 0.0], [0.1, -0.2, -0.1], [-0.2, -0.3, -0.6], [-0.2, 0.0, 0.1], [0.0, 0.0, 0.0], [0.0, 0.0, 0.0], [0.0, 0.0, 0.0], [0.0, 0.0, 0.0]],
  "lowdin_charge": [1.701, -0.064, -0.175, -0.113, -0.109, -0.171, -0.067, -0.224, 0.026, -0.270, -0.105, -0.165, -0.063, -0.105, -0.208, 0.075, -0.195, 0.022, -0.202, 0.084, -0.214, -0.045, -0.280, 0.037, -0.230, -0.044, -0.112, -0.099, -0.164, -0.062, -0.168, -0.065, -0.111, -0.115, -0.178, -0.071, -0.177, -0.071, -0.026, -0.172, -0.065, 0.081, 0.067, 0.082, 0.114, 0.114, 0.113, 0.117, 0.081, 0.081, 0.059, 0.129, 0.119, 0.113, 0.059, 0.082, 0.069, 0.123, 0.124, 0.126, 0.122, 0.101, 0.081, 0.064, 0.066, 0.117, 0.112, 0.082, 0.075, 0.061, 0.114, 0.110, 0.068, 0.079, 0.083, 0.110, 0.114, 0.074, 0.079, 0.078, 0.113, 0.113, 0.068, 0.080, 0.070, 0.835, -0.996, 0.843, -0.344, -0.226, 0.175, -0.218, 0.177, 0.850, -0.581, -0.117, -0.045, -0.051, 0.002, -0.142, -0.555, -0.256, -0.133, 0.103, 0.118, 0.115, 0.125]
}

{
  "formula": "C47H48CeN4O6P2S",
  "method": "ωB97M-V/def2-TZVPD",
  "e_lumo_ev": [-1.22, -1.22],
  "charge": 0,
  "homo_energy_ev": [-6.75, -6.75],
  "homo_lumo_gap_ev": [5.53, 5.53],
  "de_lowest_kj_mol": 0.0,
  "symbols": ["Ce", "C", "C", "C", "N", "C", "C", "C", "C", "C", "C", "C", "N", "C", "C", "C", "N", "C", "C", "C", "C", "C", "C", "C", "N", "C", "C", "H", "H", "H", "H", "H", "H", "H", "H", "H", "H", "H", "H", "H", "H", "H", "H", "H", "H", "H", "H", "H", "H", "H", "H", "H", "H", "O", "S", "O", "O", "O", "O", "P", "C", "P", "O", "C", "C", "C", "C", "C", "C", "C", "C", "C", "C", "C", "C", "C", "C", "C", "C", "C", "C", "C", "C", "C", "C", "C", "C", "H", "H", "H", "H", "H", "H", "H", "H", "H", "H", "H", "H", "H", "H", "H", "H", "H", "H", "H", "H", "H", "H"],
  "positions_angstrom": [[0.030, -0.287, 0.391], [3.223, -3.638, -1.257], [1.694, -3.628, -1.412], [1.217, -2.411, -2.227], [-0.014, -1.825, -1.716], [-1.160, -2.212, -2.212], [-1.299, -3.268, -3.159], [-2.320, -3.581, -4.026], [-3.541, -2.946, -4.228], [-4.080, -1.964, -3.419], [-3.600, -1.450, -2.227], [-2.357, -1.605, -1.578], [-2.153, -1.234, -0.328], [-3.286, -1.015, 0.546], [-2.834, -0.998, 2.009], [-2.045, -2.248, 2.419], [-0.650, -2.128, 2.030], [0.251, -2.868, 2.622], [-0.090, -3.972, 3.453], [0.643, -4.690, 4.369], [1.952, -4.496, 4.794], [2.857, -3.604, 4.250], [2.745, -2.815, 3.119], [1.659, -2.542, 2.260], [1.780, -1.933, 1.092], [3.102, -1.729, 0.509], [3.752, -3.055, 0.062], [3.665, -3.081, -2.090], [3.586, -4.666, -1.335], [1.219, -3.572, -0.435], [1.368, -4.554, -1.892], [1.125, -2.672, -3.286], [1.964, -1.628, -2.150], [-0.456, -3.944, -3.205], [-2.117, -4.423, -4.680], [-4.143, -3.284, -5.063], [-5.058, -1.596, -3.714], [-4.265, -0.753, -1.729], [-4.015, -1.825, 0.404], [-3.792, -0.065, 0.325], [-3.727, -0.918, 2.629], [-2.194, -0.129, 2.186], [-2.498, -3.129, 1.943], [-2.131, -2.363, 3.505], [-1.108, -4.321, 3.324], [0.110, -5.495, 4.863], [2.298, -5.101, 5.623], [3.826, -3.567, 4.737], [3.643, -2.261, 2.873], [3.782, -1.228, 1.209], [2.971, -1.071, -0.355], [3.611, -3.787, 0.861], [4.827, -2.896, -0.055], [-0.042, 0.729, 2.846], [0.176, 1.788, 1.849], [0.381, 3.115, 2.363], [-1.012, 1.714, 0.926], [1.369, 1.325, 1.035], [2.610, 0.483, -2.294], [2.599, 1.224, -3.571], [1.076, 2.233, -3.872], [0.541, 2.846, -2.209], [0.142, 1.635, -1.447], [1.886, 3.994, -1.753], [2.244, 4.220, -0.430], [3.178, 5.200, -0.120], [3.755, 5.965, -1.119], [3.400, 5.747, -2.443], [2.466, 4.776, -2.754], [-0.880, 3.950, -2.428], [-1.893, 3.844, -1.478], [-3.027, 4.633, -1.599], [-3.146, 5.527, -2.653], [-2.117, 5.661, -3.576], [-0.981, 4.878, -3.459], [2.710, 0.130, -5.019], [2.116, 0.373, -6.253], [2.227, -0.567, -7.266], [2.916, -1.752, -7.051], [3.529, -1.988, -5.828], [3.432, -1.043, -4.821], [4.060, 2.286, -3.693], [4.806, 2.441, -2.529], [5.978, 3.178, -2.558], [6.410, 3.743, -3.749], [5.672, 3.577, -4.913], [4.497, 2.844, -4.889], [0.287, 1.542, -4.180], [1.233, 2.992, -4.636], [1.818, 3.630, 0.350], [3.436, 5.372, 0.916], [4.476, 6.734, -0.874], [3.849, 6.340, -3.229], [2.199, 4.635, -3.794], [-1.768, 3.156, -0.651], [-3.821, 4.551, -0.868], [-4.040, 6.128, -2.757], [-2.199, 6.375, -4.385], [-0.170, 4.997, -4.169], [1.562, 1.288, -6.428], [1.756, -0.382, -8.222], [2.970, -2.495, -7.835], [4.070, -2.908, -5.653], [3.897, -1.204, -3.856], [4.448, 1.980, -1.617], [6.553, 3.310, -1.650], [7.328, 4.316, -3.779], [6.015, 4.010, -5.844], [3.925, 2.692, -5.798]],
  "forces_ev_per_a": [[-0.7, -4.8, -2.3], [-0.1, -0.1, 0.1], [0.0, 0.0, -0.2], [0.1, 0.0, 0.3], [-0.2, 0.3, 0.4], [0.0, 0.2, 0.1], [0.0, -0.3, 0.0], [0.1, 0.2, 0.0], [-0.3, 0.1, 0.0], [0.0, -0.3, -0.2], [0.3, 0.3, 0.3], [-0.2, -0.4, -0.3], [0.8, 0.7, 0.5], [-0.1, 0.2, 0.2], [0.1, -0.3, -0.4], [-0.2, 0.1, -0.2], [0.3, 0.7, -0.4], [0.2, 0.2, 0.0], [-0.1, -0.2, -0.1], [0.1, 0.1, 0.0], [0.2, 0.0, 0.1], [-0.1, -0.3, 0.1], [-0.1, 0.4, -0.2], [-0.1, -0.5, 0.3], [-0.5, 1.1, -0.2], [0.0, -0.2, 0.0], [-0.2, 0.1, -0.2], [0.0, -0.1, -0.1], [0.1, 0.0, 0.0], [0.0, -0.2, 0.0], [-0.1, 0.0, 0.0], [0.1, 0.1, 0.0], [0.1, 0.1, -0.1], [0.1, 0.1, 0.0], [0.0, 0.0, 0.0], [0.0, 0.0, 0.0], [0.0, 0.0, 0.0], [0.0, -0.1, 0.1], [0.0, 0.1, -0.1], [-0.1, -0.1, 0.0], [0.1, 0.2, 0.1], [-0.2, 0.1, 0.3], [0.0, 0.0, 0.1], [0.1, -0.1, 0.0], [0.0, 0.1, 0.0], [-0.1, 0.0, 0.0], [0.0, 0.0, 0.0], [0.0, 0.0, 0.0], [0.0, -0.1, -0.1], [-0.1, 0.2, -0.1], [0.2, 0.1, 0.0], [0.1, 0.0, 0.0], [0.0, 0.0, 0.1], [0.2, -0.3, -0.7], [-0.2, 4.1, 3.8], [0.0, -0.5, -0.4], [0.2, -0.5, -0.1], [0.3, 0.0, -0.3], [0.0, -0.2, 0.5], [0.0, 0.2, -1.1], [0.3, -0.2, 0.8], [0.0, 0.4, -1.3], [0.1, -0.2, 0.6], [-0.2, -0.3, 0.2], [0.2, 0.1, -0.3], [0.0, 0.0, 0.2], [0.0, 0.0, 0.0], [0.0, 0.1, 0.0], [-0.1, 0.0, -0.2], [0.1, -0.3, 0.2], [0.1, 0.0, -0.1], [0.0, 0.1, 0.0], [0.0, 0.0, 0.0], [0.0, 0.0, 0.0], [0.1, 0.0, -0.1], [0.0, 0.1, 0.3], [0.0, 0.0, 0.1], [-0.1, 0.0, -0.1], [0.0, 0.0, 0.0], [0.0, 0.0, 0.0], [0.0, 0.0, 0.1], [-0.1, -0.2, 0.1], [0.0, 0.0, -0.1], [0.0, 0.0, 0.0], [0.0, 0.1, 0.0], [-0.1, 0.0, -0.1], [0.0, 0.0, 0.1], [0.0, 0.0, 0.0], [0.0, 0.0, 0.0], [-0.2, -0.2, 0.4], [0.0, 0.0, 0.0], [0.0, 0.0, 0.0], [0.0, 0.0, 0.0], [0.0, 0.0, 0.0], [-0.1, -0.1, 0.0], [0.0, 0.0, 0.0], [0.0, 0.0, 0.0], [0.0, 0.0, 0.0], [0.0, 0.0, -0.1], [0.0, 0.0, 0.0], [0.0, 0.0, 0.0], [0.0, 0.0, 0.0], [0.0, 0.0, 0.0], [0.0, -0.1, 0.0], [0.0, 0.0, 0.0], [0.0, 0.0, 0.0], [0.0, 0.0, 0.0], [0.0, 0.0, 0.0], [0.0, 0.0, 0.0]],
  "lowdin_charge": [1.358, -0.187, -0.161, -0.224, -0.017, -0.215, -0.012, -0.091, -0.121, -0.095, -0.024, -0.225, -0.075, -0.227, -0.161, -0.205, -0.032, -0.210, -0.016, -0.090, -0.117, -0.086, -0.021, -0.217, -0.081, -0.202, -0.163, 0.098, 0.105, 0.101, 0.104, 0.114, 0.061, 0.092, 0.104, 0.092, 0.103, 0.098, 0.127, 0.123, 0.121, 0.079, 0.129, 0.124, 0.096, 0.104, 0.093, 0.105, 0.101, 0.114, 0.094, 0.105, 0.112, -0.290, 0.290, -0.254, -0.395, -0.398, -0.315, 0.734, -0.267, 0.794, -0.365, -0.254, -0.036, -0.053, -0.072, -0.075, -0.107, -0.251, -0.046, -0.063, -0.079, -0.081, -0.081, -0.269, -0.086, -0.078, -0.077, -0.068, -0.078, -0.285, -0.071, -0.068, -0.078, -0.078, -0.079, 0.085, 0.056, 0.078, 0.113, 0.106, 0.109, 0.090, 0.091, 0.109, 0.104, 0.104, 0.096, 0.100, 0.105, 0.105, 0.107, 0.103, 0.111, 0.109, 0.105, 0.104, 0.106]
}

no.,M (g mol⁻¹),strongest force on any atom (eV/A)
1,1056.8,0.73
2,999.1,5.54